# 1
# C27H38O6

A single C27H38O6 molecule in a non-equilibrium geometry (wB97M-V/def2-TZVPD, the OMol25 dataset).

Each line ends with the Mulliken charge.
CARTESIAN COORDINATES (ANGSTROEM)
C 6.901 2.514 -0.465  -2.069
C 5.647 1.649 -0.307  2.211
C 5.386 0.886 -1.604  -1.519
C 4.446 2.538 0.016  -1.519
C 5.902 0.659 0.856  -1.213
C 4.684 -0.148 1.206  0.688
O 3.866 0.143 2.043  -0.584
O 4.610 -1.280 0.486  -0.280
C 3.431 -2.034 0.687  -0.760
C 2.211 -1.248 0.230  -0.405
O 2.318 -0.286 -0.485  -0.586
C 0.899 -1.734 0.826  1.252
O 1.104 -3.063 1.248  -0.673
C 0.618 -0.748 1.991  -1.109
C -0.383 0.285 1.454  -1.244
C -0.619 -0.061 -0.028  -0.748
C -1.992 0.338 -0.592  -0.461
C -2.205 1.837 -0.376  -1.081
C -3.571 2.291 -0.892  -1.258
C -4.616 1.466 -0.214  0.112
C -5.499 2.006 0.633  -0.512
C -6.488 1.232 1.378  -0.013
O -7.266 1.738 2.170  -0.643
C -6.476 -0.209 1.095  -1.007
C -5.602 -0.763 0.259  -1.434
C -4.541 -0.012 -0.484  3.219
C -4.792 -0.260 -1.983  -2.059
C -3.134 -0.485 0.014  -0.577
C -2.866 -1.988 -0.181  -0.341
O -2.964 -2.341 -1.543  -0.595
C -1.506 -2.368 0.424  -2.310
C -0.320 -1.563 -0.133  2.854
C 0.024 -2.016 -1.551  -2.414
H 6.772 3.213 -1.288  0.423
H 7.094 3.084 0.441  0.447
H 7.771 1.896 -0.676  0.428
H 4.472 0.304 -1.529  0.144
H 6.210 0.213 -1.831  0.368
H 5.275 1.585 -2.431  0.475
H 4.329 3.302 -0.749  0.493
H 4.574 3.027 0.979  0.349
H 3.533 1.947 0.051  0.123
H 6.704 -0.024 0.574  0.432
H 6.192 1.223 1.744  0.471
H 3.521 -2.939 0.084  0.305
H 3.316 -2.309 1.739  0.382
H 0.356 -3.332 1.793  0.550
H 1.542 -0.277 2.326  0.337
H 0.212 -1.306 2.837  0.349
H 0.016 1.293 1.553  0.619
H -1.312 0.236 2.022  0.158
H 0.135 0.466 -0.617  1.045
H -1.969 0.135 -1.667  0.722
H -2.151 2.064 0.690  0.532
H -1.413 2.393 -0.879  0.354
H -3.720 3.349 -0.672  0.602
H -3.619 2.158 -1.974  0.358
H -5.512 3.074 0.808  0.420
H -7.231 -0.798 1.597  0.451
H -5.654 -1.823 0.052  0.377
H -3.957 0.073 -2.588  0.401
H -4.940 -1.317 -2.173  0.463
H -5.689 0.280 -2.285  0.441
H -3.148 -0.318 1.098  0.497
H -3.627 -2.552 0.387  0.376
H -2.700 -3.262 -1.638  0.513
H -1.585 -2.215 1.502  0.723
H -1.336 -3.435 0.242  0.409
H 0.355 -3.053 -1.539  0.480
H -0.842 -1.926 -2.198  0.636
H 0.822 -1.405 -1.963  0.431

Output
Gap between HOMO and LUMO   0.3556 hartree
SMILES   CC(C)(C)CC(=O)OCC(=O)[C@@]1(O)CC[C@@H]2[C@@H]3CCC4=CC(=O)C=C[C@]4(C)[C@H]3[C@@H](O)C[C@@]21C
Charge   0

---

# 2
# C41H59N9O4S2V

A molecular structure, C41H59N9O4S2V (wB97M-V/def2-TZVPD, the OMol25 dataset).

Each line ends with the Mulliken charge.
CARTESIAN COORDINATES (ANGSTROEM)
V 0.126 -2.139 -0.304  -1.008
C -2.016 3.824 -4.199  -1.892
C -1.010 3.809 -3.041  1.831
C -1.650 4.501 -1.839  -1.776
C 0.244 4.599 -3.441  -1.645
C -0.606 2.372 -2.723  0.365
C -0.774 1.808 -1.479  -0.603
C -0.326 0.495 -1.240  -0.074
N -0.413 -0.193 -0.081  0.637
C -0.815 0.119 1.181  0.463
C -0.973 1.398 1.721  -0.327
C -1.471 1.563 2.999  0.043
C -1.814 0.413 3.715  -0.518
C -1.616 -0.891 3.262  -0.054
C -1.037 -1.055 1.993  0.481
O -0.661 -2.229 1.512  -1.339
C -2.007 -2.030 4.214  2.198
C -1.863 -3.444 3.642  -1.992
C -1.131 -1.948 5.472  -1.621
C -3.483 -1.860 4.609  -1.788
C -1.598 2.971 3.578  2.369
C -0.194 3.574 3.729  -1.438
C -2.276 2.981 4.948  -2.392
C -2.424 3.850 2.631  -1.637
C 0.257 -0.288 -2.299  0.460
O 0.643 -1.533 -2.004  -1.158
C 0.408 0.275 -3.574  0.795
C -0.014 1.590 -3.727  -1.010
C 1.002 -0.422 -4.803  2.084
C 1.430 -1.876 -4.582  -2.068
C -0.051 -0.425 -5.923  -1.721
C 2.239 0.362 -5.260  -1.542
H -2.305 4.850 -4.435  0.455
H -2.916 3.266 -3.938  0.393
H -1.596 3.381 -5.101  0.315
H -1.910 5.526 -2.106  0.548
H -0.968 4.544 -0.989  0.050
H -2.565 3.999 -1.517  0.397
H -0.012 5.644 -3.627  0.484
H 0.699 4.199 -4.347  0.344
H 0.997 4.563 -2.653  0.219
H -1.266 2.348 -0.688  0.954
H -0.659 2.253 1.143  -0.195
H -2.227 0.538 4.704  0.370
H -0.833 -3.682 3.387  0.175
H -2.463 -3.580 2.742  0.363
H -2.211 -4.149 4.401  0.571
H -0.076 -2.046 5.211  0.338
H -1.389 -2.752 6.165  0.470
H -1.258 -1.000 5.995  0.288
H -4.123 -1.912 3.727  0.380
H -3.675 -0.910 5.105  0.287
H -3.779 -2.658 5.293  0.477
H 0.409 2.983 4.419  0.354
H -0.259 4.593 4.115  0.510
H 0.333 3.597 2.774  0.100
H -1.708 2.413 5.686  0.400
H -3.286 2.573 4.904  0.406
H -2.347 4.009 5.308  0.466
H -1.952 3.943 1.652  0.194
H -2.530 4.854 3.045  0.498
H -3.421 3.433 2.482  0.367
H 0.124 2.047 -4.698  0.419
H 0.596 -2.504 -4.268  0.324
H 2.211 -1.960 -3.831  0.270
H 1.812 -2.257 -5.532  0.574
H -0.951 -0.956 -5.608  0.332
H 0.351 -0.927 -6.805  0.480
H -0.343 0.582 -6.221  0.274
H 2.977 0.421 -4.462  0.264
H 1.987 1.383 -5.549  0.285
H 2.686 -0.130 -6.127  0.474
C 1.393 -6.803 -0.192  -1.107
N 0.069 -6.490 -0.712  0.049
C -0.336 -7.351 -1.821  -1.142
C -0.269 -5.150 -0.759  0.245
N 0.513 -4.172 -0.486  0.176
N -1.601 -4.942 -1.102  0.048
C -2.296 -3.755 -1.267  0.279
N -3.604 -3.974 -1.636  -0.523
N -1.783 -2.607 -1.047  0.588
H 1.440 -7.872 0.004  0.321
H 1.558 -6.281 0.750  0.372
H 2.193 -6.542 -0.894  0.374
H -0.028 -8.367 -1.587  0.395
H 0.133 -7.049 -2.763  0.318
H -1.415 -7.370 -1.958  0.333
H 1.473 -4.456 -0.325  0.164
H -2.181 -5.762 -1.027  0.340
H -3.797 -4.765 -2.230  0.197
H -4.140 -3.154 -1.870  0.252
H -2.406 -1.835 -1.258  0.093
N 2.675 5.582 2.378  -0.508
C 2.983 4.458 1.619  0.377
C 4.157 3.744 1.838  -0.854
C 4.472 2.646 1.051  -0.555
C 3.611 2.245 0.045  -0.610
C 2.441 2.958 -0.190  0.396
C 2.132 4.057 0.583  -0.491
S 3.993 0.862 -0.987  1.084
O 3.812 1.291 -2.351  -0.698
O 5.299 0.397 -0.567  -0.748
N 2.847 -0.192 -0.674  -0.103
C 2.953 -0.994 0.355  0.283
S 4.306 -1.121 1.467  -0.145
C 3.452 -2.330 2.364  -0.547
C 2.261 -2.583 1.795  -0.935
N 1.973 -1.850 0.663  0.763
H 3.136 5.640 3.272  0.218
H 1.696 5.812 2.432  0.254
H 4.830 4.052 2.630  0.327
H 5.383 2.090 1.217  0.553
H 1.784 2.652 -0.992  0.321
H 1.233 4.631 0.381  0.349
H 3.863 -2.779 3.250  0.470
H 1.511 -3.265 2.166  0.226

Output
Spin multiplicity   4
Gap between HOMO and LUMO (spin up / spin down)   0.2191 / 0.2143 hartree
Charge   0
<S²>   3.800

---

# 3
# C18H42N6O6

6 unconnected molecules or ions with the total composition C18H42N6O6 in a non-equilibrium geometry (wB97M-V/def2-TZVPD, the OMol25 dataset).

Each line ends with the Mulliken charge.
CARTESIAN COORDINATES (ANGSTROEM)
C -4.721 -2.510 0.054  -0.857
N -4.849 -1.072 -0.169  -0.193
C -4.183 -0.415 -1.082  0.838
C -4.427 1.062 -1.010  -1.177
O -3.505 -0.900 -1.986  -0.662
H -5.665 -3.044 -0.054  0.320
H -4.572 -2.677 1.121  0.294
H -3.953 -2.969 -0.569  0.305
H -5.507 -0.571 0.411  0.206
H -3.940 1.494 -0.136  0.288
H -5.504 1.212 -0.936  0.346
H -4.028 1.607 -1.866  0.293
C -0.987 -1.936 3.411  -0.968
N -0.477 -1.765 2.054  -0.140
C 0.275 -2.617 1.350  0.753
C 0.651 -2.049 -0.034  -0.956
O 0.646 -3.694 1.798  -0.657
H -0.904 -2.993 3.664  0.326
H -1.982 -1.495 3.467  0.296
H -0.360 -1.408 4.129  0.323
H -0.737 -0.840 1.741  0.227
H 0.147 -1.124 -0.312  0.261
H 0.362 -2.766 -0.803  0.289
H 1.735 -1.939 -0.080  0.248
C 0.165 1.116 -5.022  -0.930
N 0.792 1.051 -6.342  -0.170
C 1.184 -0.010 -7.026  0.674
C 1.939 0.417 -8.296  -0.895
O 0.850 -1.192 -6.772  -0.663
H -0.706 1.762 -5.133  0.355
H 0.866 1.447 -4.256  0.240
H -0.347 0.244 -4.615  0.344
H 0.775 1.915 -6.864  0.254
H 2.808 -0.238 -8.233  0.252
H 2.221 1.463 -8.181  0.275
H 1.522 0.190 -9.277  0.266
C 5.016 -1.320 -3.531  -0.856
N 5.312 -0.230 -4.320  -0.131
C 4.931 1.028 -4.156  0.641
C 5.459 2.058 -5.015  -0.997
O 4.138 1.412 -3.340  -0.636
H 5.463 -1.162 -2.550  0.270
H 5.433 -2.289 -3.810  0.347
H 3.936 -1.441 -3.443  0.284
H 5.719 -0.333 -5.238  0.208
H 6.315 1.723 -5.601  0.379
H 5.862 2.922 -4.486  0.274
H 4.623 2.442 -5.599  0.208
C -3.184 -3.426 8.587  -0.845
N -3.845 -2.446 9.412  -0.181
C -5.149 -2.253 9.434  0.660
C -5.562 -1.195 10.487  -0.964
O -5.999 -2.777 8.738  -0.624
H -2.175 -3.767 8.818  0.339
H -3.015 -2.927 7.633  0.267
H -3.821 -4.310 8.544  0.283
H -3.252 -1.978 10.082  0.225
H -6.524 -1.400 10.957  0.293
H -5.789 -0.252 9.991  0.262
H -4.792 -0.876 11.189  0.287
C 1.773 2.854 1.286  -0.916
N 2.612 3.421 0.263  -0.128
C 3.249 4.588 0.346  0.802
C 4.090 5.148 -0.851  -1.041
O 3.128 5.175 1.416  -0.660
H 0.737 2.761 0.962  0.264
H 1.738 3.513 2.154  0.328
H 2.351 1.976 1.574  0.336
H 2.776 2.813 -0.526  0.161
H 4.692 6.028 -0.626  0.303
H 3.413 5.379 -1.673  0.284
H 4.760 4.385 -1.250  0.271

Output
Gap between HOMO and LUMO   0.3508 hartree
SMILES   CNC(C)=O.CNC(C)=O.CNC(C)=O.CNC(C)=O.CNC(C)=O.CNC(C)=O
Charge   0

---

# 4
# C4H11N2O

A gas-phase ion, C4H11N2O (charge -1) in a non-equilibrium geometry (wB97M-V/def2-TZVPD, the OMol25 dataset).

Each line ends with the Mulliken charge.
CARTESIAN COORDINATES (ANGSTROEM)
N 1.317 -0.199 -2.446  -0.702
C -0.090 -0.477 -2.121  -0.729
C -0.325 -0.539 -0.618  -0.473
N -0.152 0.764 0.021  -0.476
C 0.431 0.642 1.355  -0.732
C -0.718 0.283 2.369  -0.328
O -1.875 0.849 1.966  -0.915
H 1.631 0.465 -1.737  0.315
H 1.907 -1.015 -2.294  0.224
H -0.475 -1.363 -2.611  0.394
H -0.602 0.422 -2.477  0.312
H -1.289 -0.983 -0.370  0.442
H 0.397 -1.269 -0.211  0.279
H -1.106 1.027 0.345  0.292
H 1.284 -0.036 1.433  0.298
H 0.835 1.622 1.632  0.329
H -0.406 0.648 3.365  0.322
H -0.764 -0.838 2.401  0.149

Output
Gap between HOMO and LUMO   0.2518 hartree
SMILES   NCCNCC[O-]
Charge   -1